i.
Entry from OMol25: 2 unconnected molecules or ions with the total composition C2H8N3 (wB97M-V/def2-TZVPD).

Properties
Gap between HOMO and LUMO   11.053 eV
Net charge   +1
Spin multiplicity   1
HOMO energy   -14.88 eV

Geometry (Å):
C -0.908 0.108 0.249
C -0.386 2.458 -0.262
N -0.816 1.125 -0.242
N -1.212 -1.133 0.477
N 1.460 -1.873 -0.021
H 0.552 2.507 -0.953
H -0.135 2.690 0.810
H -1.249 2.979 -0.676
H -0.406 -1.648 0.243
H -2.136 -1.443 0.492
H 1.955 -0.994 -0.081
H 1.656 -2.411 0.800
H 1.627 -2.365 -0.836

ii.
Entry from OMol25: 2 unconnected molecules or ions with the total composition C2H8N3 (wB97M-V/def2-TZVPD).

Properties
Gap between HOMO and LUMO   9.914 eV
Net charge   +1
Spin multiplicity   1
HOMO energy   -14.67 eV

Geometry (Å):
C 0.359 1.298 -0.793
C -0.947 -1.456 0.551
N 1.376 0.681 -1.301
N -0.216 0.778 0.270
N 0.102 -0.499 0.815
H 0.074 2.312 -1.076
H -1.956 -1.037 0.800
H -0.992 -1.676 -0.514
H -0.520 -2.227 1.087
H 1.965 0.767 -2.155
H -1.054 1.608 1.166
H 1.567 -0.099 -0.646
H 0.242 -0.451 1.796

Top of the stability list: i, leading by 2.001 eV.

i.
Entry from OMol25: a single C3HIN2 molecule (wB97M-V/def2-TZVPD).

Properties
Gap between HOMO and LUMO (spin up / spin down)   6.802 / 6.801 eV
Spin multiplicity   1
HOMO energy (spin up / spin down)   -8.72 / -8.72 eV

Geometry (Å):
C 0.881 0.979 -0.012
C -1.488 0.540 0.288
C -0.146 0.123 0.182
N 1.731 1.712 0.050
N -2.514 0.960 0.613
I 0.093 -1.877 -0.995
H 1.444 -2.436 -0.126

ii.
Entry from OMol25: 2 unconnected molecules or ions with the total composition C3HIN2 (wB97M-V/def2-TZVPD).

Properties
Gap between HOMO and LUMO (spin up / spin down)   6.212 / 6.213 eV
Spin multiplicity   1
HOMO energy (spin up / spin down)   -10.29 / -10.29 eV

Geometry (Å):
C -0.595 1.050 0.173
C -0.522 -1.193 0.208
C -0.063 -0.066 -0.400
N -1.024 2.046 0.570
N -0.885 -2.233 0.568
I 2.811 0.284 0.370
H 0.277 0.113 -1.490

Top of the stability list: ii, leading by 1.342 eV.

i.
Entry from OMol25: a gas-phase ion, C2H5N2Si (charge +1) (wB97M-V/def2-TZVPD).

Properties
Gap between HOMO and LUMO   8.691 eV
Net charge   +1
Spin multiplicity   1
Structure (SMILES)   C1=NC=[NH+][SiH2]1
HOMO energy   -15.03 eV

Geometry (Å):
C 0.779 -1.338 0.068
N 1.597 -0.399 0.017
C 1.086 0.784 -0.067
N -0.239 0.947 0.156
Si -1.298 -0.490 -0.022
H 1.070 -2.291 0.286
H 1.708 1.602 -0.286
H -0.577 1.969 0.140
H -2.033 -0.260 -1.368
H -2.093 -0.523 1.076

ii.
Entry from OMol25: a gas-phase ion, C2H5N2Si (charge +1) (wB97M-V/def2-TZVPD).

Properties
Gap between HOMO and LUMO (spin up / spin down)   6.258 / 6.254 eV
Net charge   +1
Spin multiplicity   1
HOMO energy (spin up / spin down)   -11.57 / -11.57 eV

Geometry (Å):
C -1.097 0.392 2.739
C -0.060 -0.479 0.644
N -0.634 0.019 1.737
N 0.135 0.085 -0.660
Si 0.812 -0.231 -2.200
H -1.628 0.927 3.494
H 0.235 -1.517 0.789
H 0.192 1.154 -0.663
H 0.759 0.971 -3.025
H 1.288 -1.322 -2.856

Top of the stability list: i, leading by 2.317 eV.